{
  "formula": "C60H160B4F16N10O20",
  "method": "ωB97M-V/def2-TZVPD",
  "e_homo_ha": -0.5409,
  "orbital_gap_ev": 6.180,
  "total_charge": 6,
  "e_tot_ev": -166800.2912,
  "species": ["C", "O", "C", "C", "N", "H", "H", "C", "C", "O", "C", "H", "H", "H", "H", "H", "H", "H", "H", "H", "H", "H", "H", "H", "H", "C", "O", "C", "C", "N", "H", "H", "C", "C", "O", "C", "H", "H", "H", "H", "H", "H", "H", "H", "H", "H", "H", "H", "H", "H", "C", "O", "C", "C", "N", "H", "H", "C", "C", "O", "C", "H", "H", "H", "H", "H", "H", "H", "H", "H", "H", "H", "H", "H", "H", "C", "O", "C", "C", "N", "H", "H", "C", "C", "O", "C", "H", "H", "H", "H", "H", "H", "H", "H", "H", "H", "H", "H", "H", "H", "C", "O", "C", "C", "N", "H", "H", "C", "C", "O", "C", "H", "H", "H", "H", "H", "H", "H", "H", "H", "H", "H", "H", "H", "H", "C", "O", "C", "C", "N", "H", "H", "C", "C", "O", "C", "H", "H", "H", "H", "H", "H", "H", "H", "H", "H", "H", "H", "H", "H", "C", "O", "C", "C", "N", "H", "H", "C", "C", "O", "C", "H", "H", "H", "H", "H", "H", "H", "H", "H", "H", "H", "H", "H", "H", "C", "O", "C", "C", "N", "H", "H", "C", "C", "O", "C", "H", "H", "H", "H", "H", "H", "H", "H", "H", "H", "H", "H", "H", "H", "C", "O", "C", "C", "N", "H", "H", "C", "C", "O", "C", "H", "H", "H", "H", "H", "H", "H", "H", "H", "H", "H", "H", "H", "H", "C", "O", "C", "C", "N", "H", "H", "C", "C", "O", "C", "H", "H", "H", "H", "H", "H", "H", "H", "H", "H", "H", "H", "H", "H", "B", "F", "F", "F", "F", "B", "F", "F", "F", "F", "B", "F", "F", "F", "F", "B", "F", "F", "F", "F"],
  "positions_angstrom": [[-11.89721, -1.90285, 3.31609], [-11.35508, -3.20457, 3.52303], [-10.74132, -3.39454, 4.77768], [-9.40329, -4.21393, 4.69398], [-8.71772, -3.95693, 3.32519], [-8.28301, -4.79747, 2.97218], [-9.45043, -3.62653, 2.71357], [-7.69933, -2.78424, 3.35808], [-7.54981, -2.17463, 1.91220], [-8.79806, -1.70806, 1.53403], [-8.93583, -1.15552, 0.20348], [-12.48640, -2.15599, 2.43469], [-11.16262, -1.13721, 3.06652], [-12.60590, -1.66555, 4.10952], [-11.39329, -3.75245, 5.57451], [-10.48546, -2.41351, 5.17791], [-9.71070, -5.25954, 4.71160], [-8.73283, -4.06567, 5.54052], [-6.75569, -3.09135, 3.80901], [-8.07230, -2.02695, 4.04765], [-6.98659, -2.93963, 1.37772], [-6.91553, -1.28842, 1.89155], [-8.80872, -1.97727, -0.50126], [-8.25619, -0.35698, -0.09402], [-9.93381, -0.71737, 0.19094], [-4.02431, 3.50139, 5.03643], [-4.28069, 4.77586, 5.63992], [-4.25820, 5.79796, 4.66738], [-4.08868, 7.17605, 5.28239], [-3.06421, 7.09107, 6.46759], [-3.46014, 6.37734, 7.06251], [-2.16140, 6.66392, 6.31728], [-3.04987, 8.36869, 7.31135], [-1.83360, 8.50559, 8.25855], [-2.06503, 9.74563, 9.02213], [-1.67661, 9.69293, 10.44066], [-4.08222, 2.69664, 5.76932], [-3.05373, 3.43386, 4.54499], [-4.86118, 3.39215, 4.34664], [-5.25705, 5.88891, 4.24061], [-3.51455, 5.63077, 3.88819], [-5.01264, 7.70352, 5.51942], [-3.52377, 7.81789, 4.60636], [-3.99526, 8.31014, 7.85070], [-3.02564, 9.22011, 6.63122], [-0.97506, 8.44953, 7.58932], [-1.79086, 7.58323, 8.83780], [-2.03689, 10.68430, 10.71545], [-0.61215, 9.61795, 10.66291], [-2.21592, 8.92122, 10.98993], [-12.10656, 6.26769, -5.36047], [-11.94898, 7.61798, -5.29637], [-11.45758, 8.07362, -6.59003], [-9.95001, 8.07280, -6.66140], [-9.19281, 8.73426, -5.48600], [-8.27295, 8.93282, -5.85277], [-9.40278, 9.72061, -5.43003], [-9.02102, 7.98520, -4.17320], [-8.10401, 6.79083, -4.16506], [-7.19631, 6.99801, -5.30526], [-6.23637, 5.94722, -5.48734], [-12.97238, 6.07615, -5.99434], [-12.22992, 5.73845, -4.41560], [-11.27218, 5.67106, -5.72921], [-11.82299, 9.07961, -6.79632], [-11.91310, 7.56712, -7.44094], [-9.65172, 8.72231, -7.48436], [-9.49393, 7.10056, -6.84798], [-9.99222, 7.74745, -3.73916], [-8.57953, 8.81672, -3.62389], [-8.64055, 5.84961, -4.28474], [-7.64914, 6.71447, -3.17746], [-5.81588, 5.61938, -4.53666], [-5.34510, 6.30144, -6.00530], [-6.83772, 5.23273, -6.04946], [-1.26378, -8.00096, 0.96718], [-0.51055, -7.92809, -0.26551], [-1.33155, -8.27264, -1.44650], [-2.20596, -7.14181, -2.14657], [-1.39784, -5.95877, -2.78525], [-2.07033, -5.22029, -2.93530], [-0.70355, -5.53955, -2.18333], [-0.62890, -6.25630, -4.06805], [0.15383, -4.99890, -4.55146], [-0.81190, -3.86914, -4.61189], [-0.17413, -2.59211, -4.77897], [-1.39606, -9.00439, 1.37179], [-2.25486, -7.55014, 1.01876], [-0.71255, -7.51057, 1.76951], [-2.06441, -9.05125, -1.23492], [-0.62110, -8.54473, -2.22709], [-2.83381, -6.66627, -1.39306], [-2.89805, -7.59441, -2.85669], [-1.33009, -6.40832, -4.88860], [0.01979, -7.13226, -4.07169], [0.68711, -5.01944, -5.50186], [0.91227, -4.86947, -3.77939], [0.43042, -2.51357, -3.87540], [-0.90190, -1.78386, -4.70702], [0.48360, -2.56972, -5.64788], [-3.73256, 4.09199, -14.77386], [-4.45820, 5.18710, -15.28451], [-3.80178, 6.45289, -15.31066], [-3.39429, 7.27061, -14.03541], [-4.29090, 6.88218, -12.81805], [-5.24528, 7.17055, -12.97955], [-4.26365, 5.88525, -12.65835], [-3.81430, 7.59523, -11.53552], [-2.67001, 6.78672, -10.79495], [-2.92873, 5.38868, -10.60639], [-1.80396, 4.54170, -10.16284], [-3.32881, 4.27071, -13.77729], [-2.93659, 3.99396, -15.51203], [-4.36391, 3.20398, -14.80481], [-4.50455, 7.12031, -15.80942], [-2.93738, 6.46496, -15.97455], [-3.46493, 8.33780, -14.24570], [-2.37007, 6.95738, -13.83302], [-4.67066, 7.73033, -10.87484], [-3.39765, 8.58275, -11.73375], [-2.53957, 7.17036, -9.78308], [-1.75638, 6.95333, -11.36558], [-1.07969, 5.08513, -9.55603], [-1.37782, 3.95630, -10.97760], [-2.13686, 3.71010, -9.54177], [4.67338, -9.84110, 0.73196], [5.59735, -10.83597, 0.96760], [4.92808, -12.03743, 1.37028], [4.37977, -11.98722, 2.81799], [5.51124, -11.61454, 3.82036], [6.19867, -11.02302, 3.37579], [5.20633, -10.95712, 4.52386], [6.31947, -12.79081, 4.48219], [7.09974, -12.26460, 5.71765], [6.36972, -11.59134, 6.76161], [5.70801, -12.48764, 7.69943], [4.05462, -9.99401, -0.15227], [5.17537, -8.90312, 0.49466], [4.21338, -9.59001, 1.68771], [5.72588, -12.73747, 1.12214], [4.09990, -12.27381, 0.70219], [3.98683, -12.96600, 3.09312], [3.60931, -11.22622, 2.94201], [7.07035, -12.98988, 3.71758], [5.79218, -13.71081, 4.73449], [7.78409, -11.53391, 5.28655], [7.84455, -12.94776, 6.12589], [4.73738, -12.96596, 7.56832], [5.47272, -11.86889, 8.56538], [6.44066, -13.23263, 8.00978], [-3.12164, 0.98575, -3.27251], [-1.89576, 1.42178, -2.68913], [-2.06078, 2.00128, -1.42743], [-0.79649, 2.60971, -0.94639], [0.29042, 1.48570, -0.95618], [-0.19528, 0.68730, -0.57310], [0.47890, 1.24626, -1.91911], [1.59180, 1.78923, -0.13185], [2.68013, 0.77937, -0.46718], [2.20253, -0.52429, -0.30832], [3.11916, -1.52666, -0.79227], [-3.03364, 0.94452, -4.35817], [-3.93441, 1.69063, -3.09744], [-3.57738, 0.07603, -2.88160], [-2.43634, 1.25638, -0.72587], [-2.79486, 2.80673, -1.40542], [-0.80163, 3.15944, -0.00520], [-0.42329, 3.34413, -1.66015], [1.46981, 1.83199, 0.95046], [1.81839, 2.80938, -0.44179], [3.54846, 0.86872, 0.18560], [3.12214, 1.05189, -1.42553], [2.63215, -2.49259, -0.65850], [3.99896, -1.46510, -0.15177], [3.44193, -1.39319, -1.82480], [2.07026, -0.66889, 6.52769], [1.98400, -1.95285, 5.87545], [0.79662, -2.38599, 5.26385], [0.65796, -3.92226, 5.13001], [1.49290, -4.65158, 6.19736], [1.96565, -5.46871, 5.83831], [2.19244, -3.96691, 6.44633], [0.66884, -4.87260, 7.51980], [1.28015, -5.97761, 8.32148], [1.17425, -7.22226, 7.63533], [2.00218, -8.16557, 8.33970], [1.25515, 0.05447, 6.50592], [2.96118, -0.12028, 6.22211], [2.27806, -0.91411, 7.56922], [0.71312, -1.89476, 4.29439], [-0.11685, -1.98604, 5.70397], [1.21492, -4.08126, 4.20663], [-0.37345, -4.25852, 5.02406], [-0.28081, -5.26847, 7.15987], [0.44311, -3.96629, 8.08172], [1.03210, -6.09832, 9.37599], [2.34434, -5.82499, 8.50125], [3.06446, -7.92456, 8.30004], [1.88674, -9.08184, 7.76071], [1.80997, -8.28215, 9.40627], [10.68928, -1.59931, 2.31501], [9.57991, -1.92159, 3.16117], [9.13184, -0.97504, 4.13478], [9.69730, -1.24762, 5.54997], [9.31245, -2.70723, 6.05284], [9.50076, -2.74188, 7.04453], [8.31930, -2.80055, 5.89462], [10.06933, -3.85634, 5.42514], [11.50825, -3.86809, 5.87213], [11.77250, -3.40725, 7.17368], [13.14313, -3.54016, 7.56481], [10.80151, -2.33299, 1.51676], [11.60697, -1.49570, 2.89398], [10.60040, -0.61104, 1.86388], [8.09505, -1.30182, 4.21475], [9.33323, 0.03657, 3.78237], [9.49028, -0.60247, 6.40381], [10.77852, -1.13334, 5.47247], [9.98727, -3.92264, 4.34026], [9.56281, -4.73411, 5.82645], [12.11549, -3.14377, 5.32926], [11.73442, -4.93246, 5.80853], [13.76933, -2.92916, 6.91469], [13.70267, -4.47556, 7.55934], [13.25811, -3.10517, 8.55761], [3.71588, 7.13628, -0.55483], [4.58189, 6.51531, -1.50283], [5.93208, 6.67686, -1.13216], [6.83148, 5.94711, -2.13675], [6.42997, 6.31904, -3.59534], [5.49806, 5.93474, -3.65820], [6.14026, 7.28501, -3.53990], [7.40757, 6.07772, -4.75426], [7.98241, 4.57296, -4.83217], [8.78716, 4.37178, -3.71274], [9.11612, 2.93485, -3.50610], [2.71814, 7.07576, -0.98953], [4.03884, 8.12042, -0.21533], [3.71259, 6.37766, 0.22784], [6.18901, 6.23511, -0.16938], [6.14281, 7.74622, -1.14470], [6.73163, 4.87414, -1.97291], [7.85878, 6.25192, -1.93713], [8.28393, 6.72578, -4.76565], [6.76181, 6.26075, -5.61309], [8.50756, 4.61164, -5.78655], [7.07624, 3.96799, -4.86329], [9.69360, 2.49553, -4.31949], [8.31003, 2.25500, -3.23022], [9.78020, 2.88369, -2.64327], [6.84386, -5.46785, -4.69338], [7.04843, -4.28988, -4.00797], [5.90248, -5.32686, -5.65172], [8.05667, -5.85054, -5.32414], [6.51051, -6.49741, -3.77743], [-1.95365, -2.93836, 0.07889], [-2.60474, -3.88671, 0.90278], [-1.90320, -1.69247, 0.72880], [-0.70175, -3.24132, -0.25393], [-2.72217, -2.65897, -1.08112], [1.25743, 5.70122, 5.15804], [0.94360, 7.03751, 4.99307], [1.15418, 5.39670, 6.45595], [0.33288, 5.04527, 4.41808], [2.51086, 5.28128, 4.79512], [1.68340, 4.70325, -5.07506], [0.57626, 5.43283, -4.88392], [2.44567, 5.16929, -6.18629], [2.55263, 4.78423, -4.03890], [1.29433, 3.37253, -5.12512]]
}